CHF3S2 | ωB97M-V with the def2-TZVPD basis set

CARTESIAN COORDINATES (ANGSTROEM)
S1 1.943 -1.097 -0.522
S2 0.885 -0.704 1.123
F1 -2.016 -0.566 0.103
F2 -1.330 1.213 1.255
F3 -0.782 0.814 -0.959
C1 -1.125 0.368 0.252
H1 2.425 -0.029 -1.251

## Properties
HOMO level = -8.8 eV
charge = 0

C28H31N2O | ωB97M-V with the def2-TZVPD basis set

CARTESIAN COORDINATES (ANGSTROEM)
O1 -0.699 5.249 7.554
N1 0.454 -0.920 1.852
N2 1.494 1.103 2.396
C1 1.177 3.792 4.093
C2 2.846 3.710 2.204
C3 3.091 3.494 0.813
C4 0.426 2.922 4.941
C5 -2.748 -0.588 2.177
C6 0.751 5.623 5.662
C7 4.249 4.011 0.244
C8 0.157 3.536 10.665
C9 1.421 4.089 10.935
C10 -0.900 1.106 1.861
C11 1.963 5.063 10.083
C12 2.765 0.447 2.579
C13 -1.858 -1.815 2.090
C14 1.251 5.507 8.980
C15 -0.650 -1.620 1.179
C16 0.453 0.422 2.050
C17 -0.587 3.981 9.571
C18 1.706 -1.637 1.886
C19 5.028 4.792 2.426
C20 -0.006 4.944 8.738
C21 -0.147 3.377 6.120
C22 1.415 5.118 4.560
C23 -0.067 4.757 6.408
C24 2.566 -1.003 2.955
C25 -2.004 0.607 2.788
C26 5.191 4.729 1.032
C27 1.592 3.363 2.774
C28 3.913 4.235 3.027
H1 0.865 6.658 5.996
H2 3.818 4.197 4.127
H3 -0.665 2.683 6.801
H4 1.644 6.277 8.304
H5 -0.931 -1.097 0.254
H6 0.798 3.030 2.077
H7 -1.578 3.607 9.329
H8 3.278 1.008 3.372
H9 -3.094 -0.303 1.170
H10 2.348 2.920 0.231
H11 2.052 -1.090 3.929
H12 4.408 3.881 -0.827
H13 -3.628 -0.832 2.788
H14 -2.714 1.428 2.969
H15 -2.426 -2.673 1.715
H16 3.533 -1.513 3.024
H17 3.391 0.490 1.655
H18 -0.760 2.173 2.037
H19 -0.265 -2.605 0.873
H20 2.083 5.780 4.006
H21 0.351 1.864 4.661
H22 5.774 5.319 3.037
H23 1.965 3.760 11.821
H24 2.212 -1.578 0.902
H25 -1.623 0.345 3.785
H26 1.480 -2.698 2.090
H27 -1.194 0.985 0.808
H28 -1.490 -2.069 3.092
H29 -0.267 2.757 11.295
H30 2.959 5.474 10.281
H31 6.047 5.206 0.556

## Properties
HOMO level = -11.1 eV
charge = +1

Cl4O16Ti | ωB97M-V with the def2-TZVPD basis set

CARTESIAN COORDINATES (ANGSTROEM)
Ti1 1.231 2.775 1.274
Cl1 -0.507 0.789 -0.733
Cl2 2.621 -2.374 2.226
Cl3 -0.730 -0.274 -5.576
Cl4 -1.510 1.286 3.819
O1 -0.977 2.368 -0.888
O2 -2.875 0.914 4.435
O3 -0.923 -1.708 -5.269
O4 1.395 -3.131 2.188
O5 2.267 -0.983 1.948
O6 3.045 -2.290 3.581
O7 3.452 -2.896 1.340
O8 -1.578 1.842 2.538
O9 -0.937 2.401 4.583
O10 -1.661 -0.048 -0.878
O11 -0.529 0.302 3.754
O12 0.006 0.414 0.562
O13 -1.562 -0.187 -6.636
O14 -1.106 0.356 -4.425
O15 0.599 0.076 -6.006
O16 0.279 0.367 -1.838

## Properties
HOMO level (spin up / spin down) = -0.6 / -0.9 eV
multiplicity = 4
⟨S²⟩ = 3.751
charge = -3

Let's list relative energy (zero: lowest compared OMol25 entry of this formula, charge and spin) in order: 1.336 0.716 1.600 eV.